Entry from the OMol25 dataset: a structure of composition C29H26AsCl2O2Sn (the ωB97M-V functional and the def2-TZVPD basis).

Cartesian coordinates (Å):
Sn: 0.67573 0.52917 2.00516
C: -0.03367 0.87717 5.68226
C: -0.92497 0.38697 4.59966
C: -1.67267 1.31597 3.83066
C: -2.53227 0.88817 2.81246
C: -3.34257 1.87517 2.04066
C: -2.65297 -0.48293 2.57576
C: -1.94687 -1.43163 3.34216
C: -2.19897 -2.87843 3.14256
C: -1.05937 -0.97973 4.32326
H: -0.61797 1.03917 6.59486
H: 0.41233 1.84407 5.42356
H: 0.74843 0.15487 5.92196
H: -1.66307 2.36397 4.11626
H: -4.20127 2.18617 2.63796
H: -3.71967 1.44157 1.11806
H: -2.76277 2.77037 1.81986
H: -3.36827 -0.83243 1.84396
H: -3.04377 -3.18063 3.76976
H: -1.35037 -3.48673 3.44516
H: -2.47507 -3.10403 2.11496
H: -0.55547 -1.70093 4.95606
Cl: 5.52543 -0.44243 0.35746
C: 4.91923 0.37667 1.80236
Cl: 5.33953 -0.47933 3.29436
C: 3.39283 0.41877 1.69826
O: 2.82783 1.52937 1.63496
O: 2.73773 -0.64413 1.69646
H: 5.34143 1.38697 1.84076
C: -3.92157 -0.50613 -3.45724
C: -2.97387 -1.51803 -3.52514
C: -1.83217 -1.46373 -2.74104
C: -1.62127 -0.34853 -1.93544
C: -2.58177 0.65597 -1.84174
C: -3.71937 0.59047 -2.62644
As: 0.10033 -0.08193 -0.97504
C: 0.89253 1.37207 -2.03104
C: 0.60223 2.71947 -1.98664
C: 1.22303 3.58477 -2.89394
C: 2.13643 3.09537 -3.82424
C: 2.45513 1.75047 -3.85324
C: 1.85323 0.86577 -2.94794
C: 2.11183 -0.55673 -2.86534
C: 3.03023 -1.26163 -3.65694
C: 3.20403 -2.62193 -3.46944
C: 2.47783 -3.29713 -2.49054
C: 1.55113 -2.61433 -1.69364
C: 1.34983 -1.26313 -1.89414
H: -4.84027 -0.58813 -4.02304
H: -3.12307 -2.36733 -4.17594
H: -1.10517 -2.26643 -2.79284
H: -2.42957 1.50377 -1.17824
H: -4.45267 1.38207 -2.57264
H: -0.10497 3.11757 -1.26664
H: 0.99263 4.63917 -2.86554
H: 2.60933 3.77247 -4.51994
H: 3.17083 1.38127 -4.57154
H: 3.59993 -0.74813 -4.41624
H: 3.91343 -3.16033 -4.08144
H: 2.62973 -4.35683 -2.34054
H: 1.00383 -3.15173 -0.92804

- Calculated total energy: -126276.0340 eV
- Charge: +3
- Gap between HOMO and LUMO (alpha / beta): 5.082 / 4.066 eV
- HOMO level (alpha / beta): -17.141 / -17.109 eV
- ΔE to the lowest compared entry with this formula, charge and spin: 0.795 eV
- Lowest unoccupied orbital energy (alpha / beta): -0.44317 / -0.47930 Eh


Entry from the OMol25 dataset: a cluster of 11 separate species, C5H29NO11 in total (the ωB97M-V functional and the def2-TZVPD basis).

Cartesian coordinates (Å):
O: 0.23125 -1.33494 0.85515
C: -0.82539 -1.47949 0.23943
N: -1.77760 -0.58702 -0.06004
C: -1.47525 0.86794 0.11438
C: -2.67765 1.57150 0.77238
C: -3.79646 0.49254 0.56537
C: -3.22249 -0.82939 0.10410
H: -1.03515 -2.45283 -0.26562
H: -0.47664 1.12136 0.61488
H: -1.20387 1.34677 -0.94851
H: -2.99522 2.56445 0.27938
H: -2.50149 1.74522 1.86408
H: -4.57102 0.79476 -0.21300
H: -4.32630 0.48170 1.56904
H: -3.63110 -1.08120 -0.95558
H: -3.29945 -1.63298 0.96615
O: 1.70489 0.82827 1.78411
H: 2.48351 0.48659 1.34861
H: 1.06276 0.15517 1.58332
O: -2.38726 -0.59894 4.26033
H: -2.11170 0.06702 3.54857
H: -1.56910 -0.65780 4.79525
O: 0.69057 -1.73021 -2.75343
H: 0.52906 -1.81435 -1.87165
H: 0.45607 -0.83851 -2.87407
O: 0.05497 0.72527 -3.43213
H: 0.74688 0.81989 -4.08502
H: -0.06004 1.57051 -3.20360
O: -0.09625 -1.31041 3.91354
H: 0.17936 -0.88994 3.10603
H: 0.52005 -1.87043 4.18453
O: 1.73789 2.16471 -0.59332
H: 2.33200 1.60322 -1.17950
H: 1.75560 1.83202 0.27347
O: 3.48725 -0.74314 -0.02811
H: 3.26855 -1.68483 -0.29575
H: 4.41085 -0.76340 0.04366
O: 2.48032 -3.13963 -0.35471
H: 1.79695 -3.00622 0.27226
H: 2.15119 -3.83465 -0.94091
O: 3.59840 0.55392 -1.92235
H: 3.48574 -0.34740 -1.80799
H: 3.65220 0.91623 -2.70645
O: 0.12126 3.07245 -2.37228
H: 0.66764 3.02792 -1.45086
H: 0.43422 3.81828 -2.74314

- Calculated total energy: -29666.0702 eV
- Charge: 0
- Gap between HOMO and LUMO: 10.086 eV
- HOMO level: -9.805 eV
- ΔE to the lowest compared entry with this formula, charge and spin: 5.260 eV
- Lowest unoccupied orbital energy: 0.01034 Eh
- SMILES: O=CN1CCCC1.O.O.O.O.O.O.O.O.O.O


Entry from the OMol25 dataset: a cluster of 6 separate species, C26H47ClN8O2 in total (the ωB97M-V functional and the def2-TZVPD basis).

Cartesian coordinates (Å):
C: 2.52591 -5.22651 3.14749
C: 3.63411 -4.25017 3.60088
N: 3.46665 -2.89656 3.05651
C: 3.60815 -2.57658 1.72327
C: 3.24245 -1.29240 1.59658
N: 2.86372 -0.87291 2.83403
C: 2.91632 -1.89157 3.66998
C: 2.18571 0.39323 3.08966
H: 1.57295 -4.71552 3.04634
H: 2.41525 -5.99302 3.91264
H: 2.84035 -5.72514 2.23386
H: 4.63731 -4.61392 3.38354
H: 3.63649 -4.17164 4.69100
H: 3.98044 -3.33913 1.06411
H: 3.14449 -0.67609 0.71841
H: 2.57732 -1.89601 4.68970
H: 1.26357 0.20814 3.62948
H: 2.02306 0.91845 2.15507
H: 2.81520 1.00038 3.74573
C: -1.23386 3.22722 7.01083
C: -1.64957 3.97468 5.74201
N: -1.82342 3.11559 4.55568
C: -2.52638 3.50633 3.43250
C: -2.43648 2.49186 2.55977
N: -1.70462 1.49686 3.15567
C: -1.35441 1.90893 4.36081
C: -1.52747 0.14321 2.63731
H: -1.87548 2.34100 7.12723
H: -1.49842 3.83189 7.87131
H: -0.22059 2.83464 6.98029
H: -0.91439 4.73621 5.46531
H: -2.56704 4.51754 5.96452
H: -2.96806 4.48316 3.38406
H: -2.90257 2.32751 1.60738
H: -0.81700 1.34292 5.09908
H: -0.82244 -0.36513 3.29442
H: -1.10001 0.13548 1.63593
H: -2.42787 -0.46933 2.67785
C: -2.71678 -3.91327 -3.79550
C: -2.29092 -2.52131 -4.10604
N: -2.87501 -1.50128 -3.19775
C: -4.18974 -1.17552 -3.09867
C: -4.30544 -0.24571 -2.14046
N: -3.04302 0.06980 -1.73433
C: -2.19857 -0.72583 -2.37503
C: -2.66588 1.10980 -0.80467
H: -1.97826 -4.71146 -3.78302
H: -3.58085 -4.25510 -4.36909
H: -3.03570 -3.94545 -2.74815
H: -2.58781 -2.21077 -5.11001
H: -1.21472 -2.35964 -4.04564
H: -4.98784 -1.61106 -3.66975
H: -5.17279 0.25710 -1.75707
H: -1.13560 -0.70806 -2.15519
H: -3.21589 2.03643 -0.97587
H: -1.60518 1.38112 -0.70870
H: -2.86757 0.79392 0.22492
C: 0.14271 2.11031 -3.37762
C: 1.17342 1.13412 -3.88796
N: 1.98950 1.70006 -4.96513
C: 1.83375 1.41686 -6.29685
C: 2.71494 2.18599 -6.96077
N: 3.35513 2.95331 -6.03316
C: 2.88955 2.64989 -4.83770
C: 4.22057 4.11375 -6.37455
H: 0.56876 2.99989 -2.90770
H: -0.50350 1.70210 -2.60403
H: -0.55440 2.44997 -4.15102
H: 0.66339 0.20515 -4.15410
H: 1.80211 0.72589 -3.08892
H: 1.02961 0.76912 -6.59033
H: 2.93900 2.26409 -8.00818
H: 3.24476 3.10807 -3.93233
H: 4.12336 4.90728 -5.64134
H: 3.87118 4.52185 -7.31666
H: 5.24709 3.76086 -6.43042
C: -0.78329 -2.83269 1.54765
C: -1.94076 -2.79600 0.54945
O: -1.98420 -3.70423 -0.30316
O: -2.74773 -1.82411 0.69247
H: -0.10065 -2.04663 1.20708
H: -0.23630 -3.77240 1.48635
H: -1.13439 -2.60685 2.55514
Cl: 0.86461 0.17705 -0.37639

- Calculated total energy: -56249.1662 eV
- Charge: +2
- Gap between HOMO and LUMO: 7.066 eV
- HOMO level: -10.860 eV
- ΔE to the lowest compared entry with this formula, charge and spin: 0.000 eV
- Lowest unoccupied orbital energy: -0.13941 Eh


Entry from the OMol25 dataset: a structure of composition C24H40As3BFeNPSe2 (the ωB97M-V functional and the def2-TZVPD basis).

Cartesian coordinates (Å):
Fe: -0.11838 -0.47434 -1.34498
C: 3.04950 0.62708 -2.77026
As: 2.24012 -0.40856 -1.34540
C: 3.21231 -2.07041 -1.53194
C: 3.02411 0.52484 0.17731
C: 2.76933 0.02041 1.61095
C: 3.63720 0.90464 2.51955
C: 1.31093 0.23738 2.03769
As: -0.16236 -0.55750 1.02457
C: -1.61020 0.32469 1.95373
C: -0.40463 -2.35959 1.68696
C: 3.19531 -1.45401 1.72291
As: 3.76226 -2.16783 3.48055
C: 2.05749 -2.80222 4.21084
C: 4.31378 -3.89898 2.74942
H: 4.13307 0.63816 -2.64711
H: 2.66486 1.64546 -2.74670
H: 2.79476 0.17978 -3.72988
H: 4.26591 -1.91101 -1.30337
H: 3.10625 -2.39751 -2.56583
H: 2.79388 -2.84266 -0.89038
H: 2.66043 1.55391 0.07954
H: 4.10473 0.54814 0.00175
H: 3.45000 1.96011 2.30936
H: 4.69964 0.70808 2.36027
H: 3.42760 0.72850 3.57553
H: 1.09041 1.31007 1.99818
H: 1.17788 -0.06882 3.07974
H: -1.53494 0.09508 3.01737
H: -2.55643 -0.03806 1.55694
H: -1.55184 1.40213 1.79864
H: -0.42574 -2.36529 2.77623
H: 0.36000 -3.03606 1.31137
H: -1.36353 -2.70476 1.29835
H: 4.09780 -1.59927 1.12011
H: 2.43703 -2.12238 1.30504
H: 1.41182 -1.96565 4.47659
H: 2.27666 -3.36022 5.12098
H: 1.54403 -3.45645 3.50700
H: 5.25920 -3.79064 2.21924
H: 3.55901 -4.29588 2.06934
H: 4.45721 -4.59953 3.57123
Se: -2.57376 -0.55397 -1.64912
P: -2.34305 1.57808 -1.77297
Se: -0.22020 1.97323 -1.82913
C: -3.11306 2.42835 -0.36408
C: -4.26822 1.90619 0.21101
C: -4.87598 2.56136 1.27036
C: -4.33379 3.74097 1.76180
C: -3.18574 4.26766 1.18759
C: -2.57538 3.61419 0.12700
C: -3.20485 2.27469 -3.20530
C: -2.60257 3.22174 -4.02246
C: -3.31034 3.77190 -5.08338
C: -4.61398 3.37403 -5.33006
C: -5.21692 2.42062 -4.51770
C: -4.51451 1.87045 -3.46030
H: -4.67430 0.96829 -0.14919
H: -5.76740 2.14458 1.72042
H: -4.80345 4.24733 2.59480
H: -2.75788 5.18565 1.56841
H: -1.66901 4.01496 -0.30911
H: -1.57895 3.52211 -3.83651
H: -2.83505 4.50727 -5.71898
H: -5.16096 3.79994 -6.16096
H: -6.23153 2.10099 -4.71433
H: -4.97987 1.11226 -2.84148
B: 0.57224 -4.97069 -0.91329
C: 0.18517 -3.48576 -1.32340
N: 0.00007 -2.38997 -1.64663
H: 1.46454 -4.84307 -0.08520
H: 0.97865 -5.51821 -1.91432
H: -0.40636 -5.50597 -0.44494

- Calculated total energy: -384589.2542 eV
- Charge: 0
- Gap between HOMO and LUMO (alpha / beta): 8.451 / 8.602 eV
- HOMO level (alpha / beta): -8.247 / -8.405 eV
- Lowest unoccupied orbital energy (alpha / beta): 0.00747 / 0.00727 Eh


Entry from the OMol25 dataset: an isolated molecule of C3H5FO (the ωB97M-V functional and the def2-TZVPD basis).

Cartesian coordinates (Å):
C: -0.34714 -1.47003 0.30350
O: -0.83094 -0.08266 0.06829
C: 0.14205 0.77213 0.31221
C: 0.54604 1.38607 -0.80785
F: 1.18324 2.52736 -0.41982
H: -0.01903 -1.85602 -0.79144
H: -1.62677 -1.73214 0.46065
H: 0.22148 -1.31843 1.19643
H: 0.41273 0.51123 1.48888
H: 0.31834 1.26249 -1.81083

- Calculated total energy: -7952.2844 eV
- Charge: 0
- Gap between HOMO and LUMO: 9.882 eV
- HOMO level: -8.949 eV
- ΔE to the lowest compared entry with this formula, charge and spin: 4.224 eV
- Lowest unoccupied orbital energy: 0.03427 Eh
- SMILES: CO/C=C/F


Entry from the OMol25 dataset: a structure of composition C24H24Br2N7O10Ti (the ωB97M-V functional and the def2-TZVPD basis).

Cartesian coordinates (Å):
Ti: 0.39616 0.02423 -0.23619
C: 4.66116 -0.38977 1.48581
N: 3.54156 -0.54357 2.39391
C: 3.90946 -0.84987 3.75871
C: 2.31336 -0.39237 1.97811
O: 2.02556 -0.15427 0.75551
C: 1.11156 -0.46837 2.91351
O: 0.02216 -0.07767 2.09471
C: -0.88414 0.89543 2.57941
C: -1.20174 1.79433 1.38421
O: -0.47784 1.61813 0.34641
N: -2.15214 2.69303 1.42181
C: -2.41334 3.54353 0.27551
C: -2.98694 2.98003 2.56831
H: 5.34196 0.36963 1.87511
H: 5.20676 -1.33087 1.40881
H: 4.30896 -0.09027 0.49941
H: 4.26716 0.04823 4.26631
H: 3.08356 -1.27297 4.32111
H: 4.72476 -1.57237 3.74721
H: 0.94846 -1.50167 3.25681
H: 1.23406 0.18483 3.78701
H: -1.77794 0.37133 2.94841
H: -0.44064 1.49363 3.38831
H: -1.83974 3.21093 -0.58829
H: -3.47674 3.52623 0.03731
H: -2.13774 4.57343 0.50941
H: -2.79174 2.31663 3.40301
H: -2.81934 4.00973 2.89071
H: -4.03864 2.89163 2.28361
Br: 4.20126 3.21273 -4.75679
C: 3.18386 2.39393 -3.41109
C: 2.45756 3.14503 -2.47819
C: 1.70496 2.48253 -1.52969
N: 1.64776 1.15073 -1.43039
C: 2.37416 0.41513 -2.30379
C: 3.13656 0.99933 -3.30519
C: 2.28016 -1.04817 -2.12799
C: 3.17466 -1.94997 -2.68869
C: 2.97416 -3.32457 -2.50899
Br: 4.18706 -4.56977 -3.21669
C: 1.85146 -3.73887 -1.77959
C: 1.03316 -2.77737 -1.22319
N: 1.24056 -1.46077 -1.36759
H: 2.48696 4.22343 -2.49999
H: 1.13766 3.05023 -0.79839
H: 3.67906 0.40123 -4.02079
H: 4.03166 -1.60947 -3.24739
H: 1.63876 -4.78967 -1.64539
H: 0.16536 -3.06777 -0.63659
O: -7.15224 -1.96837 -0.86799
N: -6.45284 -1.32567 -1.59239
O: -6.75324 -0.68297 -2.55639
C: -5.00584 -1.28977 -1.22619
C: -4.12794 -0.56997 -2.00759
C: -2.78214 -0.47757 -1.63089
C: -2.29454 -1.09227 -0.43589
O: -1.05814 -0.99917 -0.06489
C: -3.25234 -1.82607 0.32051
C: -4.57314 -1.94157 -0.07319
N: -2.82584 -2.43347 1.57951
O: -1.89954 -1.87867 2.14351
O: -3.41494 -3.39567 1.96371
N: -1.89764 0.26483 -2.43889
O: -2.27264 0.74183 -3.46549
O: -0.70634 0.42723 -2.03559
H: -4.48994 -0.07267 -2.90129
H: -5.28584 -2.51877 0.51171

- Calculated total energy: -219353.6555 eV
- Charge: +3
- Gap between HOMO and LUMO: 7.305 eV
- HOMO level: -17.489 eV
- ΔE to the lowest compared entry with this formula, charge and spin: 0.569 eV
- Lowest unoccupied orbital energy: -0.37424 Eh


Question: Which value of charge does entry 6 give?
Answer: +3


What did the sixth record say?
Entry from the OMol25 dataset: a structure of composition C24H24Br2N7O10Ti (the ωB97M-V functional and the def2-TZVPD basis).

Cartesian coordinates (Å):
Ti: 0.39616 0.02423 -0.23619
C: 4.66116 -0.38977 1.48581
N: 3.54156 -0.54357 2.39391
C: 3.90946 -0.84987 3.75871
C: 2.31336 -0.39237 1.97811
O: 2.02556 -0.15427 0.75551
C: 1.11156 -0.46837 2.91351
O: 0.02216 -0.07767 2.09471
C: -0.88414 0.89543 2.57941
C: -1.20174 1.79433 1.38421
O: -0.47784 1.61813 0.34641
N: -2.15214 2.69303 1.42181
C: -2.41334 3.54353 0.27551
C: -2.98694 2.98003 2.56831
H: 5.34196 0.36963 1.87511
H: 5.20676 -1.33087 1.40881
H: 4.30896 -0.09027 0.49941
H: 4.26716 0.04823 4.26631
H: 3.08356 -1.27297 4.32111
H: 4.72476 -1.57237 3.74721
H: 0.94846 -1.50167 3.25681
H: 1.23406 0.18483 3.78701
H: -1.77794 0.37133 2.94841
H: -0.44064 1.49363 3.38831
H: -1.83974 3.21093 -0.58829
H: -3.47674 3.52623 0.03731
H: -2.13774 4.57343 0.50941
H: -2.79174 2.31663 3.40301
H: -2.81934 4.00973 2.89071
H: -4.03864 2.89163 2.28361
Br: 4.20126 3.21273 -4.75679
C: 3.18386 2.39393 -3.41109
C: 2.45756 3.14503 -2.47819
C: 1.70496 2.48253 -1.52969
N: 1.64776 1.15073 -1.43039
C: 2.37416 0.41513 -2.30379
C: 3.13656 0.99933 -3.30519
C: 2.28016 -1.04817 -2.12799
C: 3.17466 -1.94997 -2.68869
C: 2.97416 -3.32457 -2.50899
Br: 4.18706 -4.56977 -3.21669
C: 1.85146 -3.73887 -1.77959
C: 1.03316 -2.77737 -1.22319
N: 1.24056 -1.46077 -1.36759
H: 2.48696 4.22343 -2.49999
H: 1.13766 3.05023 -0.79839
H: 3.67906 0.40123 -4.02079
H: 4.03166 -1.60947 -3.24739
H: 1.63876 -4.78967 -1.64539
H: 0.16536 -3.06777 -0.63659
O: -7.15224 -1.96837 -0.86799
N: -6.45284 -1.32567 -1.59239
O: -6.75324 -0.68297 -2.55639
C: -5.00584 -1.28977 -1.22619
C: -4.12794 -0.56997 -2.00759
C: -2.78214 -0.47757 -1.63089
C: -2.29454 -1.09227 -0.43589
O: -1.05814 -0.99917 -0.06489
C: -3.25234 -1.82607 0.32051
C: -4.57314 -1.94157 -0.07319
N: -2.82584 -2.43347 1.57951
O: -1.89954 -1.87867 2.14351
O: -3.41494 -3.39567 1.96371
N: -1.89764 0.26483 -2.43889
O: -2.27264 0.74183 -3.46549
O: -0.70634 0.42723 -2.03559
H: -4.48994 -0.07267 -2.90129
H: -5.28584 -2.51877 0.51171

- Calculated total energy: -219353.6555 eV
- Charge: +3
- Gap between HOMO and LUMO: 7.305 eV
- HOMO level: -17.489 eV
- ΔE to the lowest compared entry with this formula, charge and spin: 0.569 eV
- Lowest unoccupied orbital energy: -0.37424 Eh